1.
The following is a DFT calculation (wB97M-V/def2-TZVPD) of C19H38CoN8SSi as an isolated structure.

Computed properties:
- energy (eV) = -88570.706
- 2S+1 = 2
- total charge = +2
- HOMO (alpha / beta) (eV) = -13.02 / -13.00

```
68
Properties=species:S:1:pos:R:3:lowdin_spin:R:1
H 0.59479 2.08117 -1.53274 0.000
H 0.79029 0.93841 4.22855 0.000
N -1.22948 -1.69036 0.61084 -0.007
C 1.91094 1.88221 2.64132 0.000
C 3.17250 -0.80662 2.40973 0.001
H -0.35329 1.91831 -4.19833 0.000
H -3.18985 2.33229 -2.49975 0.000
H -2.90740 4.03285 0.03897 0.000
H -1.07889 -4.65295 1.81178 0.000
H -0.16800 -0.76555 2.76091 0.000
C 3.08801 1.61407 1.70390 0.000
H 0.67713 2.82342 1.22842 0.000
H -0.55533 3.06124 -2.41409 0.000
H -2.62210 0.65614 -2.46306 0.000
N -0.20629 -0.44493 -2.49449 -0.002
H 4.34972 0.12554 0.88861 0.000
C -3.17669 -2.94107 1.06542 -0.001
C -3.31107 -0.54649 0.80622 0.001
H -1.18752 -4.77076 0.06379 0.000
H -0.11050 2.37898 2.59200 0.000
C 1.86930 -0.62469 3.18065 0.000
C -1.92315 -0.52102 0.58221 0.004
H -3.95133 1.17232 -1.42355 0.000
H -1.77365 -0.08497 -4.69923 0.000
H 2.54043 -3.68166 -2.08716 0.000
H 0.07982 3.68967 -0.93482 0.000
H -1.81146 3.63933 1.33585 0.000
H 2.84648 -1.08602 -0.28011 0.004
H -3.88161 0.37129 0.80068 0.000
H 0.91334 1.30265 -5.27055 0.000
C 3.31985 0.17432 1.24899 -0.001
H 1.89142 -1.26385 4.06561 0.000
H 1.53132 -3.51660 -0.77793 0.002
N 2.44469 -0.23271 0.11701 0.000
C -0.94590 -4.09497 0.88499 0.002
Co 0.52972 -0.86430 0.30608 0.922
H 4.00501 -0.66045 3.10033 0.000
H 0.17245 1.24098 1.44196 -0.001
N 0.61040 2.08450 1.93053 -0.001
C -0.69844 -0.10641 -4.88588 0.000
H 3.26052 -1.83405 2.04388 0.001
Si -1.73015 1.93425 -0.55752 0.008
C 1.20613 -2.16044 -2.22592 0.003
C -3.91888 -1.75818 1.03868 0.000
H 0.10870 -3.81966 0.80664 0.002
H -3.65094 -3.89307 1.25532 0.000
H -0.54629 -0.70130 -5.78694 0.000
C -2.99443 1.47693 -1.84866 0.001
H -3.32501 2.76328 1.17821 0.000
H 3.07931 2.30195 0.85303 0.000
C 1.73602 0.80339 3.69517 0.000
N 0.52399 -1.21572 -1.63338 -0.003
N 0.71533 -1.04139 2.33323 -0.001
H 0.68261 -2.06020 2.36796 0.004
H -0.64839 1.77949 -5.93484 0.000
H 3.97530 1.88500 2.28153 0.000
C -2.49874 3.19512 0.60956 0.002
C -0.25428 2.75997 -1.40883 0.000
H 2.09435 2.83749 3.13272 0.000
S 1.00898 -2.15701 -3.92617 0.000
C -0.05478 -0.79686 -3.72494 0.000
H 2.51949 0.44649 -0.63840 0.000
N -1.11680 0.53183 0.29696 0.051
C -0.16069 1.31095 -5.08237 0.000
H 2.51775 0.94592 4.44397 0.000
H -4.98685 -1.79621 1.21102 0.000
N 2.01970 -3.02816 -1.51826 0.007
C -1.81765 -2.87311 0.85472 0.000
```

2.
The following is a DFT calculation (wB97M-V/def2-TZVPD) of C19H38F5GaNO5 as an isolated structure.

Computed properties:
- energy (eV) = -98010.377
- 2S+1 = 1
- total charge = -1
- HOMO (eV) = -3.45

```
69
Properties=species:S:1:pos:R:3:lowdin_charge:R:1
H -2.03728 0.21061 -5.12338 0.077
H -6.89856 1.50413 -3.46431 0.084
H 3.68679 -4.25520 2.72593 0.101
C 5.00039 -2.73198 2.00745 -0.421
C 3.12980 -1.11198 -1.66316 -0.168
H 3.20008 -0.60258 -2.63888 0.074
F 7.40083 -2.57583 2.32394 0.137
H -3.37005 0.73924 -2.25816 0.066
H -2.68454 5.59911 1.73860 0.081
C -1.60885 -0.19376 -3.05531 -0.490
F 4.70034 -2.88801 0.70601 0.124
H 0.96333 -2.37573 -1.97729 0.017
C 2.10877 -1.86261 1.63629 -0.284
C -4.09697 3.27596 0.91599 -0.017
H 2.29686 4.36138 0.34717 0.081
H 1.69724 -5.29560 1.92541 -0.058
H -0.26566 -3.48944 0.68814 -0.084
H 2.84850 -1.23523 1.12826 0.014
H -6.40413 -0.19556 -3.29093 0.080
O -0.68762 -0.76126 -2.52553 0.087
H -2.22927 1.86536 -3.01938 0.082
H -1.85867 1.16813 -1.43141 0.078
H -4.56504 2.70986 0.11416 0.061
H 2.26487 -0.72076 -1.11297 0.066
C -2.85760 3.94981 0.37850 -0.496
H 1.86343 -2.90431 3.51087 0.097
C -2.06108 4.79445 1.34419 -0.029
H 0.75504 3.61496 0.82209 0.061
H -8.43460 1.68444 -0.65293 0.082
C 1.72709 -3.03316 -1.53427 -0.284
H -4.79735 4.02554 1.29136 0.084
H -3.83896 2.59635 1.72945 0.094
C -2.31169 0.97109 -2.39896 -0.023
H -1.19985 5.21964 0.83414 0.073
H -1.72054 4.18240 2.18110 0.088
C -7.02255 0.59518 -2.87288 -0.023
C 1.81055 3.70325 1.06977 -0.026
H 1.91878 4.14373 2.06326 0.080
H 2.88070 -1.48191 3.64952 0.091
O 1.81256 1.34242 0.76966 0.092
C 2.64903 -2.33829 2.99147 -0.277
C 3.92549 2.25145 1.34700 -0.015
C 3.92109 -3.20887 2.95054 -0.118
H 4.38329 -3.19302 3.94631 0.117
H 1.84045 -5.80678 0.40469 -0.059
H 1.67083 -3.99354 -2.06836 0.039
F 6.67617 -4.27842 1.21818 0.162
Ga 1.34879 -3.35196 0.45367 0.346
O 3.04601 -2.50445 -1.83591 -0.292
F 5.24609 -1.38874 2.20154 0.077
C 2.44806 2.32915 1.03441 -0.495
H -6.97828 2.00852 0.31257 0.073
H -8.07167 0.29741 -2.91733 0.082
H 1.26179 -1.19179 1.84037 0.034
F 6.41500 -4.19353 3.35174 0.129
H 4.11801 2.63646 2.35067 0.081
C -7.37180 1.92800 -0.69797 -0.031
H -1.53324 -1.46100 -4.77629 0.080
C -2.11930 -0.61813 -4.41703 -0.027
C -6.61552 0.85019 -1.44083 -0.508
N 2.13927 -5.06728 1.03625 -0.150
H -7.25356 2.88430 -1.21097 0.086
H 4.25049 1.21444 1.28916 0.075
O -2.52590 3.81023 -0.77438 0.068
O -5.72458 0.23061 -0.91349 0.073
H 4.02556 -0.87404 -1.06880 0.071
H -3.16948 -0.90916 -4.34789 0.073
C 6.38948 -3.45613 2.22572 -0.524
H 4.49332 2.85226 0.63343 0.081
```

3.
The following is a DFT calculation (wB97M-V/def2-TZVPD) of a 3-piece molecular cluster, C19H38FNO8 overall.

Computed properties:
- energy (eV) = -40903.139
- SMILES string = CCCO[C@H]1C(=O)O[C@](CN)(CC(=O)F)[C@H]1COO.CCOCC.CCOCC
- 2S+1 = 1
- total charge = 0
- HOMO (eV) = -9.51

```
67
Properties=species:S:1:pos:R:3:lowdin_charge:R:1
H 6.58947 -3.29833 1.68561 0.081
H 5.57888 -1.87482 1.42493 0.064
C -2.37791 -0.29665 1.55759 -0.343
H 7.31366 -1.77669 1.14098 0.076
H -0.77891 4.76053 0.09371 0.091
C 3.45665 -2.05512 -0.99041 -0.078
H 6.15381 -1.96862 -1.04476 0.107
H -3.88351 -0.03845 3.06739 0.117
C -3.95006 -3.64642 -2.27545 -0.090
H -1.29523 -4.76461 -0.27890 0.123
C -2.26528 -4.28271 -0.45863 -0.195
H -3.71654 -2.85676 2.59354 0.068
H 0.59018 8.50728 -0.14042 0.117
H 1.38247 7.40414 -1.25198 0.106
H 3.85176 -3.13535 0.83567 0.106
H -3.03192 -4.95988 -0.06716 0.130
O -0.09424 6.63621 -0.01639 -0.158
H 7.15528 -3.37670 -0.73977 0.118
C -0.53945 8.12842 -1.92568 -0.081
H -0.10919 8.97200 -2.46688 0.075
H -0.86655 -2.17033 -0.78143 0.169
O 1.65077 -0.63782 1.57381 -0.026
C 6.44201 -2.42545 1.04836 -0.079
H -4.36230 -2.00346 1.37183 0.064
H 0.27717 -2.64729 1.52621 0.138
H 3.24249 -4.12830 -0.47773 0.117
F -0.23285 2.12796 0.66429 0.073
C -3.26945 -0.85887 2.67942 -0.183
H -4.55284 -4.49204 -2.61251 0.071
H -0.90698 0.90137 2.59625 0.128
H 1.56084 0.32394 1.46982 0.099
H -4.43481 -3.23331 -1.38706 0.070
C -1.57295 2.05281 0.95126 -0.418
H -0.73403 7.33604 -2.64930 0.065
H -2.38422 -5.12426 -2.37341 0.111
N -4.14442 -1.97309 2.35802 0.043
C -1.84034 1.07466 2.06022 0.004
H 1.17588 5.39785 -2.18177 0.065
C -0.40638 5.42269 -0.68262 -0.276
H -1.23145 5.57075 -1.38779 0.113
H -1.49496 8.43866 -1.50093 0.081
O -3.00805 -0.72387 -1.81180 0.158
O -2.34359 2.70922 0.34053 0.194
C 3.91171 -3.29835 -0.24664 -0.282
O 5.19973 -3.75771 -0.61169 -0.159
H 2.43977 -1.80019 -0.69078 0.054
H 3.47609 -2.22217 -2.06857 0.083
H -1.75468 -3.50578 -2.43085 0.105
H 1.58465 4.59037 -0.66644 0.080
H -0.53850 -0.38014 0.56299 0.148
C 6.26464 -2.84801 -0.39996 -0.282
C -2.67462 -0.91183 -0.67499 -0.371
H 0.47395 3.82427 -1.81539 0.075
H -0.75645 -2.26370 2.90927 0.137
C -1.69475 -1.94645 -0.10646 -0.193
O 0.72590 -0.95641 2.61692 -0.132
C -1.16412 -1.12998 1.06962 -0.155
O -2.35784 -3.10268 0.34839 -0.099
C -0.24259 -1.83366 2.04715 -0.125
C 0.40992 7.67999 -0.82755 -0.287
H -3.95250 -2.88203 -3.04903 0.068
C 0.77850 4.77575 -1.37841 -0.078
C -2.51980 -4.12271 -1.94837 -0.222
H -2.60786 -1.15174 3.50299 0.127
H 4.08765 -1.19233 -0.77305 0.069
O -3.14339 -0.14088 0.34850 0.086
H -2.53830 1.56103 2.74570 0.137
```

> Which value of total charge does entry 1 give?

+2